# C7H19FHfNO2

C7H19FHfNO2 as an isolated structure in a non-equilibrium geometry (ωB97M-V/def2-TZVPD, OMol25).

Results
**Maximum force**: 5.04 eV/A
**Molar mass**: 346.722 g/mol
**E_tot**: -17121.5078 eV
**Total charge**: +3
**2S+1**: 1

CARTESIAN COORDINATES (ANGSTROEM)
Hf1 1.81743 -4.23538 2.30240
F1 2.96260 -5.68318 3.79931
O1 -2.67536 3.10004 0.10782
O2 1.36643 -4.43222 -0.16670
N1 -1.58187 5.90134 0.29912
C1 -1.96841 5.15912 1.36653
C2 0.89862 -1.80010 2.15862
C3 1.31102 -3.12179 -2.30401
C4 3.51089 -3.77771 -0.93558
C5 2.09869 -4.19383 -1.48947
C6 -3.87951 2.33553 -0.38046
C7 -2.95075 3.98786 1.15151
H1 -4.46178 3.01913 -1.11199
H2 6.61876 3.07983 5.83524
H3 -3.88569 4.52065 1.11982
H4 -1.39740 5.29101 -0.46795
H5 4.34111 -3.92384 -1.58392
H6 2.10016 -5.12730 -2.00457
H7 -3.40020 1.50250 -0.87971
H8 0.95879 -3.58356 -3.23650
H9 0.50431 -4.16236 -0.31198
H10 -4.42443 1.96701 0.44519
H11 -2.99508 3.35417 2.07639
H12 2.01942 -2.30508 -2.47689
H13 0.40477 -2.73514 -1.92961
H14 3.39534 -2.69619 -0.78831
H15 3.53483 -4.14920 0.06375
H16 -1.89501 5.44158 2.43738
H17 -1.73230 6.93013 0.18386
H18 6.16958 1.96259 2.17008
H19 -6.76495 -1.62563 -5.44936


# C7H19IO2Sr

C7H19IO2Sr as an isolated structure in a non-equilibrium geometry (ωB97M-V/def2-TZVPD, OMol25).

Results
**Maximum force**: 1.17 eV/A
**Molar mass**: 349.751 g/mol
**E_tot**: -20594.2031 eV
**Total charge**: 0
**2S+1**: 1
**Energy above the lowest of the compared OMol25 structures with the same formula, charge and spin**: 0.00 kJ/mol

CARTESIAN COORDINATES (ANGSTROEM)
I1 0.35041 2.41008 2.32281
Sr1 -0.14442 0.10542 0.20766
O1 -2.39174 1.13079 -0.01490
O2 -1.73923 -1.05422 1.69108
C1 -3.12646 -0.80691 1.32922
C2 -0.67218 -1.69608 -1.72844
C3 -1.37041 -1.10462 3.10306
C4 -3.40079 0.64401 0.91330
C5 2.47786 -1.31617 0.38371
C6 1.78587 1.23374 -1.85390
C7 -2.45051 2.48164 -0.54109
H1 2.67532 1.49331 -1.27514
H2 -3.48768 2.83124 -0.71241
H3 -1.91269 2.46960 -1.49304
H4 -1.93087 3.17122 0.13785
H5 1.05010 2.03744 -2.04612
H6 -1.08896 -1.18022 -2.60654
H7 -3.32888 -1.47476 0.47126
H8 -0.30697 -1.35242 3.10891
H9 0.25402 -2.24395 -1.96247
H10 1.92450 -2.25914 0.52651
H11 2.84404 -0.83132 1.29297
H12 -1.48717 -0.11011 3.54726
H13 1.88059 0.45589 -2.61957
H14 -1.93186 -1.86221 3.67476
H15 -1.42353 -2.33878 -1.24122
H16 -3.38482 1.29126 1.79802
H17 -3.80268 -1.06130 2.15742
H18 -4.38143 0.71321 0.42993
H19 3.09713 -1.24059 -0.50955


- Look up the E_tot of the first one.
  -17121.5078 eV


- What is the formula in the second record?
  C7H19IO2Sr